Entry 1:
ORCA calculation (the ωB97M-V functional and the def2-TZVPD basis) on the molecule C2H5N3O.

Last column: natural (NBO) charge in e.
Cartesian coordinates (Å):
1 N 0.866 -1.293 -1.155  -0.831
2 C 0.058 -0.713 -0.204  0.700
3 O -0.362 0.510 -0.653  -0.538
4 N -0.312 -1.149 0.926  -0.757
5 C -0.631 1.475 0.289  0.411
6 N 0.284 1.946 1.007  -0.621
7 H 0.864 -0.861 -2.067  0.399
8 H 0.908 -2.299 -1.161  0.389
9 H 0.102 -2.054 1.133  0.346
10 H -1.681 1.773 0.262  0.152
11 H -0.094 2.664 1.623  0.350

The calculation puts the relative energy (zero: lowest compared OMol25 entry of this formula, charge and spin) at 29.3 kcal/mol. Its calculated total energy is -8672.37020 eV. The value obtained for the frontier orbital gap is 10.428 eV. As for the structure (SMILES): [H]/N=C/O/C(N)=N/[H]. The calculation puts the maximum force at 0.5 eV/Å.



Entry 2:
ORCA calculation (the ωB97M-V functional and the def2-TZVPD basis) on a 9-piece molecular cluster, C47H57BBrClN9O5 overall at a distorted geometry.

Last column: Löwdin charge in e.
Cartesian coordinates (Å):
1 C -2.468 1.424 0.694  -0.038
2 C -1.414 1.089 -0.382  -0.366
3 C -0.074 0.668 0.217  -0.041
4 C 0.066 -0.786 0.678  -0.216
5 O 1.468 -1.054 0.670  -0.044
6 B 1.683 -2.468 0.418  -0.955
7 Cl 2.887 -2.607 -1.109  0.519
8 O 0.346 -2.957 0.003  0.018
9 C -0.463 -1.896 -0.234  -0.404
10 C -1.912 -2.433 -0.133  -0.059
11 C -2.628 -2.125 1.142  -0.717
12 O -2.254 -2.219 2.252  0.068
13 Br -4.525 -1.550 0.857  0.719
14 O -0.279 -1.420 -1.640  0.058
15 C -0.364 -2.346 -2.533  -0.372
16 N -0.442 -3.179 -3.330  0.185
17 O -1.185 2.231 -1.198  -0.091
18 C -2.139 2.366 -2.235  -0.168
19 C -1.907 1.383 -3.356  -0.213
20 C -0.854 1.578 -4.240  -0.055
21 C -0.611 0.655 -5.242  -0.077
22 C -1.413 -0.465 -5.369  -0.091
23 C -2.481 -0.655 -4.507  -0.089
24 C -2.723 0.272 -3.507  -0.050
25 H -2.494 2.503 0.841  0.082
26 H -2.257 0.883 1.617  0.079
27 H -3.440 1.097 0.316  0.023
28 H -1.799 0.263 -0.985  0.115
29 H 0.112 1.306 1.086  0.122
30 H 0.723 0.866 -0.496  0.138
31 H -0.230 -0.926 1.718  0.154
32 H 2.159 -3.094 1.332  0.074
33 H -1.819 -3.522 -0.170  0.157
34 H -2.532 -2.131 -0.973  0.098
35 H -3.170 2.297 -1.869  0.115
36 H -2.014 3.374 -2.638  0.116
37 H -0.232 2.458 -4.121  0.118
38 H 0.226 0.810 -5.910  0.105
39 H -1.199 -1.197 -6.135  0.105
40 H -3.105 -1.532 -4.613  0.105
41 H -3.551 0.129 -2.820  0.113
42 N -1.167 4.513 3.984  0.001
43 C -0.055 3.928 3.442  -0.141
44 C 0.163 2.748 4.101  -0.112
45 C -0.862 2.614 5.077  -0.114
46 C -1.667 3.718 4.979  -0.154
47 H -1.558 5.389 3.692  0.136
48 H 0.481 4.399 2.635  0.108
49 H 0.963 2.055 3.905  0.093
50 H -0.993 1.800 5.770  0.089
51 H -2.547 4.003 5.529  0.099
52 N -1.941 5.376 -5.319  0.008
53 C -2.372 4.341 -6.102  -0.132
54 C -2.988 4.878 -7.201  -0.111
55 C -2.921 6.293 -7.075  -0.119
56 C -2.269 6.569 -5.903  -0.149
57 H -1.458 5.274 -4.445  0.136
58 H -2.207 3.318 -5.807  0.093
59 H -3.435 4.319 -8.005  0.087
60 H -3.308 7.024 -7.766  0.085
61 H -2.012 7.505 -5.439  0.101
62 N 6.018 -2.625 0.157  0.018
63 C 7.127 -3.257 -0.321  -0.142
64 C 8.088 -3.227 0.658  -0.127
65 C 7.524 -2.542 1.769  -0.130
66 C 6.244 -2.187 1.424  -0.127
67 H 5.153 -2.499 -0.352  0.040
68 H 7.142 -3.676 -1.313  0.098
69 H 9.077 -3.651 0.584  0.080
70 H 7.991 -2.340 2.720  0.063
71 H 5.479 -1.664 1.973  0.113
72 N -6.024 1.378 2.340  0.006
73 C -7.055 0.747 1.706  -0.173
74 C -8.228 1.298 2.151  -0.107
75 C -7.887 2.310 3.094  -0.110
76 C -6.520 2.332 3.185  -0.151
77 H -5.050 1.165 2.202  0.102
78 H -6.859 -0.028 0.986  0.048
79 H -9.217 1.013 1.835  0.088
80 H -8.565 2.949 3.634  0.087
81 H -5.856 2.944 3.771  0.101
82 N -3.683 -7.035 4.525  -0.008
83 C -3.569 -6.305 3.372  -0.137
84 C -3.186 -5.036 3.712  -0.094
85 C -3.064 -4.998 5.128  -0.103
86 C -3.376 -6.245 5.600  -0.150
87 H -3.949 -7.999 4.575  0.138
88 H -3.765 -6.751 2.412  0.104
89 H -3.008 -4.223 3.029  0.064
90 H -2.776 -4.151 5.727  0.091
91 H -3.403 -6.636 6.603  0.100
92 N -4.833 4.418 0.374  0.019
93 C -4.755 5.034 -0.845  -0.143
94 C -4.308 6.313 -0.648  -0.112
95 C -4.108 6.477 0.751  -0.117
96 C -4.439 5.290 1.349  -0.152
97 H -5.134 3.473 0.532  0.127
98 H -5.022 4.507 -1.745  0.107
99 H -4.143 7.047 -1.418  0.087
100 H -3.762 7.363 1.257  0.084
101 H -4.429 4.991 2.383  0.095
102 N 10.627 -1.641 3.366  0.012
103 C 11.979 -1.772 3.514  -0.145
104 C 12.339 -1.142 4.676  -0.122
105 C 11.153 -0.610 5.251  -0.118
106 C 10.115 -0.936 4.418  -0.143
107 H 10.089 -2.004 2.599  0.115
108 H 12.568 -2.301 2.784  0.103
109 H 13.339 -1.070 5.069  0.084
110 H 11.071 -0.053 6.169  0.085
111 H 9.061 -0.727 4.484  0.105
112 N 4.637 -4.586 -3.459  0.010
113 C 5.639 -5.415 -3.878  -0.158
114 C 5.542 -5.534 -5.241  -0.129
115 C 4.433 -4.744 -5.653  -0.122
116 C 3.897 -4.174 -4.527  -0.138
117 H 4.454 -4.317 -2.505  0.080
118 H 6.332 -5.847 -3.177  0.098
119 H 6.190 -6.122 -5.869  0.080
120 H 4.069 -4.613 -6.658  0.082
121 H 3.056 -3.515 -4.391  0.102

The charge is -1. Its calculated total energy is -156556.29356 eV. The value obtained for the frontier orbital gap is 7.997 eV. The calculation puts the maximum force at 1.7 eV/Å.



Question: Which value of maximum force does entry 1 give?
Answer: 0.5 eV/Å



Question: The highest frontier orbital gap belongs to which entry?
Answer: C2H5N3O



Question: What is the frontier orbital gap in the second record?
Answer: 7.997 eV



Question: Which value of maximum force does entry 1 give?
Answer: 0.5 eV/Å